{
  "formula": "C9H19Cl2I2LaO3P2",
  "method": "ωB97M-V with the def2-TZVPD basis set",
  "symbols": ["I", "I", "La", "P", "C", "C", "H", "H", "H", "H", "H", "H", "C", "H", "H", "H", "P", "C", "C", "H", "H", "H", "C", "H", "H", "H", "H", "H", "H", "C", "O", "Cl", "C", "Cl", "C", "O", "O", "H"],
  "xyz": [[0.00117, -1.59022, -6.76326], [0.00117, 1.11218, -6.85935], [-0.00074, -0.29517, 0.10668], [-2.62053, -0.24181, -0.28877], [-3.32213, -0.30928, -1.88540], [-3.02433, -1.65746, 0.72968], [-4.10646, -1.54130, 0.82670], [-4.10150, 1.15522, 0.70945], [-2.51745, -1.63454, 1.70881], [-2.52058, 1.33242, 1.57579], [-3.00577, -1.22798, -2.38781], [-2.76368, -2.58909, 0.20457], [-3.01921, 1.25214, 0.59810], [-4.37991, -0.29724, -1.63184], [-2.75752, 2.13735, 0.00107], [-3.00431, 0.56306, -2.46404], [2.62005, -0.25738, -0.28084], [3.32611, -0.32590, -1.87537], [3.02418, 1.23273, 0.61013], [2.50335, -1.65202, 1.71445], [4.09488, -1.56803, 0.83562], [2.74666, -2.60617, 0.20948], [3.01219, -1.67700, 0.73644], [2.52130, 1.31549, 1.58549], [4.10521, 1.12825, 0.72692], [4.38311, -0.31766, -1.61852], [3.01310, 0.54789, -2.45446], [2.77164, 2.12042, 0.01283], [3.00802, -1.24321, -2.37914], [0.00227, -0.32972, -2.47437], [0.00330, -0.38785, -3.60628], [1.47245, 2.35792, 4.09485], [0.00068, 1.35577, 4.00546], [-1.48403, 2.33825, 4.10087], [0.00283, 0.56532, 2.71699], [0.00955, -0.71305, 2.69315], [-0.00219, 1.29759, 1.63123], [0.00711, 0.65010, 4.83470]],
  "forces_ev_per_a": [[0.000, 0.552, -0.146], [0.000, -0.606, 0.032], [-0.009, -1.811, 3.450], [1.422, 0.195, -0.963], [-1.304, -0.039, -0.057], [-0.324, -0.111, -0.113], [-0.078, -0.692, 0.534], [-0.132, 0.706, 0.392], [-0.346, 0.093, -0.246], [-0.313, -0.142, -0.301], [-0.313, 0.118, 0.042], [-0.316, 0.223, 0.177], [-0.674, 0.220, 0.066], [-0.548, -0.047, -1.205], [-0.236, -0.237, 0.145], [-0.297, -0.111, 0.079], [-1.419, 0.203, -0.968], [1.306, -0.042, -0.053], [0.674, 0.216, 0.069], [0.347, 0.092, -0.246], [0.073, -0.694, 0.533], [0.316, 0.220, 0.177], [0.327, -0.114, -0.110], [0.315, -0.145, -0.301], [0.134, 0.705, 0.394], [0.553, -0.049, -1.205], [0.296, -0.113, 0.081], [0.233, -0.239, 0.147], [0.313, 0.116, 0.041], [0.003, 0.015, -3.502], [-0.001, 0.152, 2.177], [-0.382, -0.355, -0.116], [0.002, -0.156, 0.632], [0.385, -0.349, -0.117], [0.008, -0.552, -0.436], [-0.019, 2.466, -0.559], [0.005, 0.076, 1.428], [-0.002, 0.236, 0.048]],
  "mulliken_charge": [-0.022, -0.004, 1.311, 0.373, -1.039, -1.208, 0.399, 0.439, 0.429, 0.187, 0.375, 0.411, -1.008, 0.409, 0.379, 0.379, 0.375, -1.037, -1.013, 0.428, 0.399, 0.412, -1.208, 0.193, 0.438, 0.409, 0.378, 0.378, 0.375, 0.200, -0.111, -0.115, 0.159, -0.115, 0.577, -0.704, -0.584, 0.358],
  "total_charge": 2,
  "largest_force_ev_per_a": 3.90,
  "homo_lumo_gap_ev": 6.150
}

---

{
  "formula": "C2H3BeFO",
  "method": "ωB97M-V with the def2-TZVPD basis set",
  "symbols": ["H", "O", "C", "C", "Be", "H", "H", "F"],
  "xyz": [[1.08158, -1.36292, 0.08718], [1.43480, -0.40996, 0.14735], [0.26001, 0.37970, 0.13303], [0.24854, 1.44902, -0.88475], [2.65965, 0.14410, -0.02517], [0.13006, 0.83109, 1.13317], [-0.50480, -0.27349, -0.42077], [-0.76440, 2.23384, -0.67483]],
  "forces_ev_per_a": [[1.219, 0.833, 0.319], [-2.640, -4.335, 0.023], [-4.124, 1.505, -0.677], [0.523, 1.488, 0.663], [4.155, 2.227, -1.231], [-0.715, -0.761, -0.109], [0.010, 0.488, 1.628], [1.572, -1.446, -0.616]],
  "mulliken_charge": [0.666, 0.067, 0.150, -0.128, 0.638, 0.269, 0.340, -0.001],
  "total_charge": 2,
  "largest_force_ev_per_a": 5.08,
  "homo_lumo_gap_ev": [6.099, 6.099]
}

---

{
  "formula": "C4H8O3",
  "method": "ωB97M-V with the def2-TZVPD basis set",
  "symbols": ["O", "C", "C", "C", "O", "C", "O", "H", "H", "H", "H", "H", "H", "H", "H"],
  "xyz": [[0.76578, 0.88659, -1.68219], [-0.46958, 1.30618, -1.12092], [-0.45012, 0.99409, 0.35111], [0.02260, -0.23992, 0.86685], [0.43908, -0.05830, 2.07172], [0.15984, -1.59174, 0.25072], [0.94587, -2.47165, 1.00544], [0.71418, 1.01062, -2.63751], [-1.30807, 0.79759, -1.63117], [-0.61888, 2.38874, -1.25315], [-1.32762, 1.34331, 0.90095], [0.29603, 1.11978, 1.65324], [-0.85858, -1.99081, 0.10811], [0.59049, -1.44240, -0.74826], [1.09897, -2.05208, 1.86509]],
  "forces_ev_per_a": [[0.062, 0.028, -0.308], [-0.353, 0.100, 0.173], [-0.068, -0.111, -0.213], [-0.038, -0.007, -0.003], [0.014, 0.056, -0.065], [-0.132, 0.213, -0.199], [0.051, 0.020, 0.168], [0.095, -0.031, 0.148], [0.163, 0.079, 0.064], [0.037, -0.191, 0.021], [0.112, -0.031, 0.010], [0.002, -0.032, 0.115], [0.120, 0.051, 0.034], [-0.058, -0.043, 0.146], [-0.008, -0.101, -0.091]],
  "mulliken_charge": [-0.530, -0.518, -0.901, 0.869, -0.631, -0.291, -0.534, 0.297, 0.270, 0.342, 0.364, 0.436, 0.225, 0.256, 0.347],
  "largest_force_ev_per_a": 0.41,
  "homo_lumo_gap_ev": 9.462
}

---

Relative energy (zero: lowest compared OMol25 entry of this formula, charge and spin) values, unit kJ/mol, following the record order: 200.9 91.8 414.8.